Record 1
{"formula": "C4H12N2O", "method": "ωB97M-V with the def2-TZVPD basis set", "e_homo_ha": -0.334, "charge": 0, "gap_ev": 9.71, "smiles": "CNC(C)=O.CN", "lumo_ev": 0.63, "relative_energy_ev": 4.093, "e_tot_ev": -9367.100, "molar_mass_g_mol": 104.2, "symbols": ["O", "N", "N", "C", "C", "C", "C", "H", "H", "H", "H", "H", "H", "H", "H", "H", "H", "H", "H"], "positions_angstrom": [[1.932205, -0.335499, -0.686719], [1.577859, 1.385544, -2.067502], [-2.836009, -2.033694, 2.865198], [1.322924, 0.138715, -1.585089], [0.336105, -0.592792, -2.481054], [2.601221, 1.989480, -1.551697], [-2.703647, -0.648092, 3.459122], [-2.812053, -2.828939, 3.638912], [-0.501854, -0.747714, -1.776532], [2.580330, 3.111734, -1.364424], [2.627301, 1.648117, -0.503195], [0.995710, -1.626762, -2.565019], [-0.145533, -0.011745, -3.274424], [1.584790, 1.445080, -3.248757], [3.625586, 1.650159, -1.869741], [-2.189504, 0.109277, 2.737309], [-2.029626, -2.051533, 2.110059], [-3.710334, -0.043076, 3.549182], [-2.255472, -0.558261, 4.614371]], "forces_ev_per_angstrom": [[0.33, -1.20, 2.11], [-4.11, -1.03, -7.59], [1.94, 0.34, 0.38], [-1.09, 0.25, -3.59], [1.00, -2.48, 2.47], [6.48, 4.07, 5.08], [-0.74, 2.12, 1.55], [0.50, 2.38, -2.50], [0.20, -0.70, -0.34], [-0.15, -1.11, -1.08], [0.21, 0.21, -0.06], [-2.46, 2.36, -0.79], [0.95, -0.51, -0.38], [-0.68, -0.39, 4.46], [-0.70, 0.54, -0.29], [-0.17, -1.79, 1.33], [-2.10, -0.89, 2.51], [1.32, -1.77, -0.03], [-0.74, -0.40, -3.24]]}

***

Record 2
{"formula": "C4H12N2O", "method": "ωB97M-V with the def2-TZVPD basis set", "e_homo_ha": -0.280, "charge": 0, "gap_ev": 3.26, "lumo_ev": -4.36, "relative_energy_ev": 9.298, "e_tot_ev": -9361.896, "molar_mass_g_mol": 104.2, "symbols": ["O", "N", "N", "C", "C", "C", "C", "H", "H", "H", "H", "H", "H", "H", "H", "H", "H", "H", "H"], "positions_angstrom": [[2.200196, 0.729580, 1.411384], [-2.162411, -1.206850, -0.517339], [2.035218, -0.058024, -1.213963], [-0.172315, 0.240137, -0.396679], [-1.616407, -0.107362, -0.069949], [-2.225366, 0.961222, 0.635955], [0.741957, -0.751078, -0.981643], [2.268688, 0.318761, -0.239533], [0.196386, 0.621199, 0.544256], [0.764949, -0.126800, 3.747459], [3.088126, 1.010917, 1.635103], [2.929635, -0.429891, -1.575163], [0.542623, -0.236975, 2.982635], [-3.207877, -1.284471, -0.229063], [0.412305, -1.215245, -1.931612], [-1.627759, 1.833040, 0.894321], [-0.033436, 1.133389, -1.048053], [-3.180683, 0.891372, 1.117292], [0.768615, -1.555333, -0.195703]], "forces_ev_per_angstrom": [[-0.56, -0.19, -0.38], [-1.95, 0.33, 0.98], [-0.18, 0.48, 1.57], [-0.83, 1.42, -0.53], [0.92, 0.55, -1.38], [0.43, -0.60, 0.69], [1.96, -1.58, -0.49], [-0.01, 0.40, -0.38], [0.80, -0.05, 0.50], [-0.66, -0.32, -1.69], [0.35, 0.08, 0.03], [-1.50, -0.84, 0.05], [0.62, 0.27, 1.82], [2.11, 0.23, -0.36], [-0.19, 0.21, 0.50], [-0.09, -0.08, -0.29], [-0.95, -0.19, 0.32], [-0.64, -0.08, -0.23], [0.38, -0.04, -0.72]]}

***

Record 3
{"formula": "C4H12N2O", "method": "ωB97M-V with the def2-TZVPD basis set", "e_homo_ha": -0.335, "charge": 0, "gap_ev": 10.00, "smiles": "CN(C)C.NC=O", "lumo_ev": 0.89, "relative_energy_ev": 1.244, "e_tot_ev": -9369.950, "molar_mass_g_mol": 104.2, "symbols": ["O", "N", "N", "C", "C", "C", "C", "H", "H", "H", "H", "H", "H", "H", "H", "H", "H", "H", "H"], "positions_angstrom": [[2.157265, 0.970167, 0.844677], [-0.622684, -0.639704, -0.839915], [0.418179, 0.214656, 2.145801], [-0.806659, 0.812174, -0.752635], [-1.879889, -1.347500, -0.716905], [-0.130137, -0.877647, -2.224653], [1.468854, 0.991682, 1.867275], [0.154519, 1.294841, -0.644787], [-0.240475, 0.519349, 2.840224], [-0.972334, -0.712277, -2.923480], [-1.385257, 1.213191, -1.613900], [-2.609466, -1.070420, -1.518722], [-2.340006, -1.118131, 0.258571], [-1.399973, 1.055659, 0.157397], [0.213351, -1.901386, -2.417861], [0.112244, -0.363661, 1.355459], [0.661337, -0.177623, -2.475351], [1.694186, 1.716616, 2.645696], [-1.703386, -2.433087, -0.834361]], "forces_ev_per_angstrom": [[-0.96, -0.36, 1.17], [0.35, 0.22, -1.31], [-0.34, -0.76, -0.84], [-1.18, -0.04, 0.75], [-0.52, -0.23, -0.01], [-0.34, -0.23, 0.16], [1.44, 0.83, -1.30], [0.22, 0.14, -0.23], [0.01, -0.14, 0.05], [0.22, 0.13, 0.02], [0.33, -0.11, 0.23], [0.28, 0.04, 0.38], [0.12, -0.30, -0.31], [0.34, -0.16, -0.49], [0.02, 0.16, 0.45], [-0.10, 0.09, 0.41], [0.14, -0.04, 0.11], [0.07, 0.27, 0.47], [-0.10, 0.47, 0.31]]}

***

Record 4
{"formula": "C4H12N2O", "method": "ωB97M-V with the def2-TZVPD basis set", "e_homo_ha": -0.671, "charge": 2, "gap_ev": 11.02, "smiles": "[NH3+]CC[C@H]([NH3+])C=O", "lumo_ev": -7.25, "relative_energy_ev": 1.422, "e_tot_ev": -9351.732, "molar_mass_g_mol": 104.2, "symbols": ["O", "N", "N", "C", "C", "C", "C", "H", "H", "H", "H", "H", "H", "H", "H", "H", "H", "H", "H"], "positions_angstrom": [[1.388911, -0.431301, -2.479666], [-2.539761, -0.041696, 1.818331], [1.768443, 1.156472, -0.237482], [0.763819, -0.817947, -1.539089], [-0.490399, 0.422069, 0.504302], [-1.229004, -0.603862, 1.425036], [0.840983, -0.104868, -0.147363], [-0.429208, 1.387388, 1.045645], [-1.340093, -1.476989, 0.791924], [-0.002292, -1.617208, -1.737987], [2.166178, 1.246612, -1.135780], [-0.640763, -0.790200, 2.327324], [-2.679045, 0.936573, 2.061668], [-1.199646, 0.787901, -0.328805], [1.416858, -0.861133, 0.407649], [-2.969094, 0.074593, 0.928224], [-2.915001, -0.691250, 2.504619], [1.222061, 2.073144, -0.129681], [2.345583, 1.205194, 0.579266]], "forces_ev_per_angstrom": [[0.56, 0.34, 0.64], [0.48, -0.14, -0.63], [-3.57, 0.85, 1.21], [-1.38, 0.77, -1.17], [-1.42, 0.32, -0.83], [2.49, 1.57, -0.72], [0.31, 0.93, 0.25], [0.91, -0.60, 0.10], [-0.66, -0.48, 0.60], [0.49, 0.20, 0.94], [1.60, -0.35, -1.58], [-0.13, -0.23, -0.23], [1.07, 0.33, 1.43], [0.89, -1.04, 0.73], [-0.35, 0.47, 0.63], [-1.94, -1.22, -0.99], [-1.18, 0.17, -0.14], [0.43, -1.58, -0.40], [1.41, -0.30, 0.14]]}